Entry 1:
2 unconnected molecules or ions with the total composition C14H12Cl3F9IN2O5S, computed with ωB97M-V/def2-TZVPD.

## Properties
total charge: +1
E_tot: -108879.732 eV
highest occupied orbital energy: -13.044 eV
spin multiplicity: 1
lowest unoccupied orbital energy: -5.6 eV

CARTESIAN COORDINATES (ANGSTROEM)
C -2.01 0.54 -3.88
C -1.72 -0.75 -3.12
O -2.36 -1.87 -3.72
C -0.26 -1.21 -3.16
O 0.70 -0.10 -3.14
N 1.08 0.31 -1.90
C 0.83 1.57 -1.59
C 1.31 2.10 -0.38
C 1.02 3.55 -0.13
C -0.43 3.85 0.25
O -1.03 4.72 -0.26
I -1.38 2.63 1.71
C 2.06 1.22 0.39
S 2.98 1.82 1.82
O 2.22 2.85 2.45
O 4.29 2.01 1.30
C 3.19 0.44 3.10
F 3.92 -0.53 2.54
F 3.93 1.10 3.99
C 1.98 -0.14 3.89
F 2.52 -0.80 4.93
F 1.26 0.91 4.33
C 1.02 -1.13 3.18
F 1.74 -1.99 2.43
F 0.24 -0.41 2.34
C 0.13 -1.95 4.16
F -0.31 -1.16 5.13
F 0.83 -2.95 4.67
F -0.90 -2.43 3.48
C 2.30 -0.09 -0.08
N 1.80 -0.54 -1.21
H -2.06 0.31 -4.95
H -2.97 0.95 -3.57
H -1.25 1.31 -3.73
H -2.06 -0.66 -2.08
H -3.32 -1.77 -3.64
H -0.07 -1.71 -4.11
H -0.03 -1.90 -2.36
H 0.26 2.15 -2.31
H 1.70 3.99 0.60
H 1.13 4.10 -1.07
H 2.95 -0.77 0.43
C -5.13 -3.52 -1.27
Cl -5.24 -5.09 -2.02
Cl -3.54 -3.27 -0.54
Cl -5.48 -2.23 -2.43
H -5.87 -3.45 -0.48

Results of the Löwdin charge analysis, in e, for atoms 1 through 4: number 1, C, carries -0.0151; number 2, C, carries -0.4187; number 3, O, carries -0.0558; number 4, C, carries -0.0602

=====

Entry 2:
A molecular structure, C37H52CrF3N12OPSSe in a non-equilibrium geometry, computed with ωB97M-V/def2-TZVPD.

## Properties
total charge: +1
ΔE to the lowest compared entry with this formula, charge and spin: 0.00 kcal/mol
E_tot: -181185.666 eV
highest occupied orbital energy (spin up / spin down): -9.528 / -9.530 eV
spin multiplicity: 4
lowest unoccupied orbital energy (spin up / spin down): -3.4 / -3.4 eV

CARTESIAN COORDINATES (ANGSTROEM)
Cr -0.90 1.05 -0.86
F -3.31 4.81 3.06
C -2.02 4.65 3.39
F -1.95 3.78 4.41
F -1.60 5.85 3.87
C -1.16 4.23 2.22
C -0.08 5.02 1.91
C 0.80 4.63 0.90
C 0.52 3.47 0.24
N -0.56 2.69 0.48
C -1.42 3.02 1.51
S -2.74 2.01 1.88
H 0.10 5.93 2.47
H 1.68 5.21 0.65
H 1.22 3.10 -0.50
Se -6.83 -1.62 -4.68
N -6.63 -0.22 -3.61
C -5.36 -0.14 -3.35
C -4.78 0.92 -2.52
C -5.50 2.00 -2.02
C -4.84 2.97 -1.31
C -3.48 2.82 -1.07
N -2.79 1.78 -1.51
C -3.43 0.85 -2.25
C -2.58 -0.19 -2.84
N -1.27 -0.11 -2.54
C -0.41 -0.84 -3.25
C -0.81 -1.75 -4.21
C -2.16 -1.92 -4.44
C -3.07 -1.11 -3.75
C -4.52 -1.14 -3.97
N -5.11 -2.02 -4.71
H -6.57 2.07 -2.23
H -5.36 3.84 -0.92
H -2.93 3.58 -0.53
H 0.64 -0.69 -3.01
H -0.08 -2.32 -4.77
H -2.53 -2.64 -5.16
C -4.56 -1.50 0.18
N -3.57 -1.54 1.25
C -4.03 -2.01 2.57
C -2.35 -1.04 1.07
C -1.38 -1.14 2.21
O -2.04 -0.53 -0.04
H -5.16 -2.40 0.21
H -4.04 -1.45 -0.78
H -5.21 -0.63 0.27
H -5.09 -2.21 2.51
H -3.87 -1.25 3.33
H -3.52 -2.92 2.87
H -1.48 -2.08 2.75
H -1.56 -0.31 2.89
H -0.37 -1.05 1.81
N 1.46 2.14 -2.45
N 0.04 2.32 -2.43
H 1.80 2.06 -3.40
H 1.64 1.29 -1.91
H -0.38 2.01 -3.29
H -0.15 3.31 -2.35
N 0.75 0.33 -0.40
P 1.78 -0.57 0.30
N 2.14 -0.01 1.82
C 1.56 1.27 2.26
C 1.74 1.41 3.77
C 3.23 1.53 4.13
C 4.10 0.79 3.10
C 3.36 -0.43 2.55
N 1.33 -2.16 0.50
C 1.74 -2.99 1.64
C 0.68 -4.06 1.89
C 0.57 -5.03 0.70
C 0.97 -4.33 -0.61
C 0.60 -2.85 -0.57
N 3.26 -0.63 -0.46
C 3.66 -1.69 -1.39
C 5.17 -1.69 -1.52
C 5.64 -0.40 -2.22
C 4.69 0.77 -1.92
C 4.05 0.61 -0.54
H 0.51 1.30 1.99
H 2.04 2.12 1.76
H 1.29 0.53 4.25
H 1.18 2.28 4.12
H 3.40 1.12 5.13
H 3.53 2.58 4.16
H 5.04 0.47 3.54
H 4.35 1.46 2.27
H 3.09 -1.07 3.40
H 3.99 -1.01 1.88
H 1.83 -2.36 2.52
H 2.72 -3.46 1.47
H -0.27 -3.56 2.05
H 0.93 -4.61 2.80
H -0.45 -5.40 0.63
H 1.22 -5.90 0.86
H 0.48 -4.80 -1.47
H 2.05 -4.42 -0.76
H -0.49 -2.75 -0.42
H 0.84 -2.39 -1.51
H 3.21 -1.56 -2.39
H 3.30 -2.65 -1.00
H 5.50 -2.57 -2.08
H 5.60 -1.76 -0.52
H 5.67 -0.57 -3.30
H 6.65 -0.16 -1.91
H 3.90 0.82 -2.67
H 5.23 1.72 -1.96
H 3.40 1.47 -0.33
H 4.85 0.61 0.22

Results of the Löwdin charge analysis, in e, for atoms 1 through 4: number 1, Cr, carries 0.7700; number 2, F, carries 0.1222; number 3, C, carries -0.6132; number 4, F, carries 0.1288

=====

Entry 3:
15 unconnected molecules or ions with the total composition C32H84BO22 in a non-equilibrium geometry, computed with ωB97M-V/def2-TZVPD.

## Properties
total charge: -1
ΔE to the lowest compared entry with this formula, charge and spin: 14.19 kcal/mol
E_tot: -80273.271 eV
highest occupied orbital energy: -7.573 eV
spin multiplicity: 1
lowest unoccupied orbital energy: 2.0 eV

CARTESIAN COORDINATES (ANGSTROEM)
O -0.96 -0.69 2.20
C -0.23 -0.40 1.30
O -0.27 -0.89 0.06
B 0.63 -0.28 -0.83
O 1.42 0.70 0.06
C 0.89 0.69 1.29
O 1.16 1.39 2.21
O 0.08 0.48 -1.88
C 0.64 0.13 -3.04
O 0.40 0.55 -4.12
C 1.69 -1.00 -2.71
O 1.58 -1.22 -1.42
O 2.38 -1.54 -3.53
C -3.33 -1.40 -3.01
C -3.46 -0.09 -3.77
C -2.97 -0.21 -5.20
O -4.83 0.28 -3.74
H -3.76 -2.27 -3.56
H -3.90 -1.39 -2.07
H -2.27 -1.61 -2.88
H -2.91 0.72 -3.26
H -3.33 -1.15 -5.63
H -1.89 -0.17 -5.19
H -3.35 0.57 -5.86
H -4.94 1.12 -4.20
C -3.25 -2.62 4.43
C -3.23 -3.50 5.63
C -3.59 -4.97 5.35
O -1.96 -3.51 6.26
H -2.64 -3.05 3.64
H -2.87 -1.63 4.65
H -4.27 -2.54 4.05
H -3.92 -3.08 6.36
H -4.58 -4.96 4.90
H -3.63 -5.59 6.23
H -2.88 -5.38 4.61
H -1.72 -2.60 6.48
C -1.63 1.35 4.84
C -1.78 1.98 6.21
C -2.99 1.43 6.96
O -0.61 1.67 7.00
H -0.72 1.68 4.35
H -2.49 1.47 4.19
H -1.51 0.26 4.99
H -1.89 3.07 6.19
H -3.92 1.80 6.53
H -2.88 1.61 8.03
H -3.03 0.33 6.90
H -0.24 0.90 6.55
C 1.69 -1.59 4.85
C 1.67 -3.05 4.43
C 1.42 -3.16 2.90
O 2.97 -3.56 4.76
H 2.02 -1.49 5.90
H 0.73 -1.12 4.71
H 2.44 -1.06 4.26
H 0.90 -3.55 5.02
H 2.23 -2.60 2.41
H 0.48 -2.66 2.60
H 1.36 -4.19 2.53
H 3.18 -4.32 4.22
C -3.37 1.05 -0.17
C -3.37 1.38 1.31
C -4.39 2.47 1.67
O -3.69 0.21 2.07
H -2.60 0.37 -0.49
H -3.17 1.98 -0.72
H -4.33 0.65 -0.50
H -2.37 1.70 1.60
H -4.40 3.26 0.92
H -4.12 2.94 2.61
H -5.40 2.05 1.73
H -2.85 -0.29 2.08
C -1.64 3.24 -5.22
C -0.30 3.98 -5.30
C 0.14 4.36 -3.85
O 0.65 3.08 -5.88
H -1.91 2.81 -6.19
H -2.43 3.91 -4.92
H -1.55 2.42 -4.48
H -0.33 4.86 -5.95
H 0.07 3.48 -3.21
H -0.60 5.04 -3.40
H 1.16 4.76 -3.78
H 0.62 2.27 -5.34
C -0.40 4.14 0.55
C 0.81 4.77 1.30
C 0.49 4.88 2.79
O 1.95 4.01 1.13
H -0.07 3.75 -0.41
H -1.23 4.86 0.45
H -0.85 3.31 1.12
H 0.93 5.73 0.80
H 1.14 5.63 3.25
H 0.56 3.89 3.23
H -0.55 5.18 2.93
H 1.72 3.13 1.50
C 1.31 -4.13 -5.27
O 1.06 -5.38 -5.85
H 0.43 -3.86 -4.68
H 2.16 -4.19 -4.58
H 1.59 -3.40 -6.02
H 1.52 -6.06 -5.37
C 5.25 -1.51 -1.97
O 5.25 -2.34 -3.12
H 4.54 -1.84 -1.20
H 6.24 -1.55 -1.54
H 5.02 -0.47 -2.23
H 4.33 -2.50 -3.38
C 1.44 -0.16 -7.04
O 1.99 -0.92 -8.07
H 2.15 0.01 -6.24
H 1.14 0.83 -7.40
H 0.60 -0.72 -6.61
H 1.26 -1.29 -8.57
C -0.10 -3.92 -1.04
O -0.54 -5.27 -1.19
H -0.67 -3.21 -1.62
H -0.08 -3.62 0.01
H 0.92 -3.80 -1.40
H -1.29 -5.39 -0.62
C 4.63 1.54 0.77
O 6.03 1.39 0.80
H 4.23 1.07 1.67
H 4.31 2.57 0.66
H 4.17 0.98 -0.04
H 6.34 1.61 -0.08
C 4.80 -1.40 -6.27
O 3.99 -2.46 -6.73
H 4.17 -0.67 -5.75
H 5.58 -1.84 -5.64
H 5.31 -0.92 -7.12
H 3.18 -2.11 -7.15
C 2.53 2.31 5.15
O 3.51 3.02 5.96
H 2.63 1.22 5.22
H 1.50 2.54 5.50
H 2.56 2.64 4.10
H 3.33 3.91 5.65

Results of the Löwdin charge analysis, in e, for atoms 1 through 4: number 1, O, carries 0.1254; number 2, C, carries -0.3365; number 3, O, carries 0.2503; number 4, B, carries -0.9986

=====

Entry 4:
C8H7N3O in the gas phase in a non-equilibrium geometry, computed with ωB97M-V/def2-TZVPD.

## Properties
total charge: 0
ΔE to the lowest compared entry with this formula, charge and spin: 119.27 kcal/mol
E_tot: -14922.938 eV
highest occupied orbital energy: -9.066 eV
spin multiplicity: 1
lowest unoccupied orbital energy: -0.5 eV

CARTESIAN COORDINATES (ANGSTROEM)
C -0.65 2.10 -0.96
C -0.30 -0.02 -2.21
C 0.22 -1.20 -1.85
C 0.50 -1.13 -0.39
C 0.35 -2.26 0.56
C 0.60 -1.77 1.92
C 0.38 -0.41 2.10
C 0.17 0.15 0.00
H -1.08 3.30 0.53
H -0.81 1.90 1.32
H -0.28 0.59 -3.18
H 0.50 -2.23 -2.18
H 0.81 -3.24 0.19
H 0.99 -2.50 2.54
H 0.26 0.07 3.00
N -1.07 2.37 0.46
N -0.46 0.77 -1.02
N 0.22 0.59 1.13
O -0.33 2.91 -1.95

Results of the Löwdin charge analysis, in e, for atoms 1 through 4: number 1, C, carries -0.3417; number 2, C, carries -0.0063; number 3, C, carries -0.0202; number 4, C, carries -0.1247